A molecular structure, C48H120As2F12N6O6, computed with wB97M-V/def2-TZVPD.

```
194
C48H120As2F12N6O6, DFT wB97M-V/def2-TZVPD
C 2.57976 -0.14799 -3.20656
C 4.08294 -0.28635 -3.48388
N 4.59419 1.12989 -3.75812
C 6.03151 0.89302 -4.16480
C 3.91240 2.00198 -4.78798
C 3.70311 1.35074 -6.17217
C 4.58038 1.80075 -2.39646
C 4.79301 3.32621 -2.30658
O 5.76867 3.84012 -3.18640
C 7.00125 4.20541 -2.53536
H 2.06768 0.16993 -4.11354
H 2.34501 0.50412 -2.36256
H 2.07649 -1.04998 -2.85101
H 4.24630 -0.89068 -4.37166
H 4.61219 -0.68685 -2.62562
H 6.51895 0.44096 -3.30368
H 6.53544 1.85606 -4.25671
H 6.13231 0.36293 -5.10609
H 4.35589 2.99140 -4.87252
H 2.93827 2.20904 -4.33473
H 3.48776 0.29109 -6.03775
H 4.68372 1.46699 -6.63478
H 2.94024 1.80891 -6.79272
H 5.12346 1.17217 -1.69422
H 3.54183 1.67765 -2.08996
H 5.04101 3.59083 -1.28028
H 3.87473 3.82644 -2.61533
H 7.82297 4.37483 -3.22511
H 7.31685 3.38574 -1.88309
H 6.80414 5.11204 -1.96295
C 4.24977 -5.04886 0.59262
C 2.90023 -4.56165 1.16544
N 2.69874 -4.39381 2.64516
C 2.72200 -5.75860 3.31060
C 3.75239 -3.51799 3.33257
C 3.75399 -2.11645 2.73300
C 1.28881 -3.83659 2.84445
C 0.91957 -3.49931 4.26198
O 0.61014 -4.66585 5.01395
C 0.52153 -4.39396 6.40032
H 4.07332 -5.29117 -0.44944
H 4.61867 -5.91811 1.13649
H 4.95344 -4.24131 0.79295
H 2.04089 -5.12405 0.79556
H 2.69327 -3.60814 0.67363
H 1.84872 -6.32473 3.01213
H 2.86703 -5.61265 4.37695
H 3.65130 -6.25328 3.02434
H 4.66269 -3.94141 2.91430
H 3.53700 -3.60573 4.38858
H 4.36080 -1.39730 3.29069
H 2.81654 -1.56466 2.63377
H 4.24062 -2.13761 1.75622
H 0.63994 -4.59117 2.40700
H 1.23411 -2.88524 2.31141
H -0.03577 -2.96286 4.19437
H 1.62888 -2.82282 4.74477
H 1.10036 -5.07399 7.03182
H -0.53059 -4.44908 6.68397
H 0.91613 -3.44854 6.79221
C -0.94851 3.17764 5.19952
C -1.93381 3.56468 4.08078
N -2.13656 2.50471 3.01989
C -0.83210 2.14822 2.36267
C -2.76173 1.30088 3.72757
C -3.09460 0.18147 2.72574
C -3.02461 2.97297 1.87541
C -4.53838 3.07700 2.15580
O -4.69582 3.55994 3.48048
C -6.01842 3.41202 3.95001
H -1.39645 2.43041 5.84831
H -0.75927 4.07285 5.79279
H 0.04010 2.92077 4.81750
H -1.58858 4.48665 3.61173
H -2.87511 3.80857 4.56141
H 0.02307 1.84233 2.96003
H -0.55061 3.05950 1.83173
H -0.96272 1.38760 1.59560
H -3.63103 1.62067 4.29000
H -1.98024 0.84685 4.33318
H -3.78795 0.44992 1.92779
H -3.58768 -0.68253 3.17244
H -2.23239 -0.23094 2.19692
H -2.84175 2.33659 1.01292
H -2.59595 3.94480 1.62153
H -4.94513 2.06102 2.11201
H -5.16323 3.71409 1.52601
H -6.78861 3.78389 3.26461
H -6.08201 3.91033 4.91265
H -6.28311 2.34770 4.02130
C -2.46242 4.05125 -4.97043
C -2.87216 2.59599 -4.80225
N -2.39659 1.89829 -3.52506
C -0.90810 1.97907 -3.40159
C -3.11359 2.61152 -2.39046
C -2.63098 2.09345 -1.05297
C -2.89474 0.41200 -3.59508
C -2.39957 -0.42541 -4.82050
O -1.36142 0.26321 -5.45362
C -0.47662 -0.51422 -6.24764
H -2.57179 4.69191 -4.09609
H -2.97800 4.54915 -5.78965
H -1.40370 4.11274 -5.23761
H -2.45545 2.04229 -5.63717
H -3.95826 2.51315 -4.82355
H -0.47821 1.03071 -3.10355
H -0.66487 2.82394 -2.75527
H -0.45022 2.35664 -4.31589
H -4.19035 2.58689 -2.54162
H -2.81392 3.65649 -2.43008
H -2.55480 1.01781 -0.89206
H -3.10418 2.51256 -0.16495
H -1.59401 2.38947 -0.84612
H -3.95739 0.60412 -3.48084
H -2.39291 0.02526 -2.70996
H -3.30488 -0.62810 -5.40241
H -2.01564 -1.38370 -4.46013
H 0.38574 0.14069 -6.35534
H -0.94842 -0.67302 -7.22436
H -0.30658 -1.52701 -5.87237
C -3.52984 -6.28654 -0.94777
C -4.64308 -5.64259 -1.72169
N -4.48633 -4.12074 -1.83565
C -4.07343 -3.48810 -0.56486
C -3.40512 -3.84713 -2.85944
C -3.78026 -4.11728 -4.31238
C -5.75760 -3.52159 -2.39900
C -6.91444 -3.34489 -1.39374
O -7.22714 -4.57398 -0.80184
C -8.07549 -4.46277 0.34254
H -3.50538 -6.09011 0.12098
H -2.55987 -6.17750 -1.44136
H -3.61548 -7.37612 -1.00887
H -5.59169 -5.82352 -1.22044
H -4.76995 -6.04760 -2.72247
H -3.03334 -3.72320 -0.37238
H -4.75308 -3.48740 0.28471
H -4.08715 -2.41149 -0.76624
H -2.44578 -4.26508 -2.56040
H -3.20239 -2.77520 -2.77206
H -2.87183 -4.06336 -4.91502
H -4.51672 -3.45226 -4.75634
H -4.14555 -5.13143 -4.48047
H -6.22047 -4.08962 -3.20474
H -5.47306 -2.52383 -2.73050
H -7.74109 -2.90329 -1.95142
H -6.49971 -2.66384 -0.64263
H -7.39242 -4.06007 1.09934
H -8.54211 -5.41002 0.59178
H -8.87009 -3.72748 0.18869
C 3.72715 5.21953 3.78004
C 3.74875 3.71215 3.46637
N 5.04414 3.28875 2.75430
C 5.23844 4.02617 1.44021
C 6.18031 3.55895 3.76214
C 6.06626 3.14865 5.21230
C 5.17053 1.81557 2.44918
C 3.93643 1.11973 1.82134
O 3.47783 1.79560 0.65873
C 2.21436 1.35563 0.17984
H 3.47032 5.73672 2.85794
H 4.58161 5.69365 4.25734
H 2.92295 5.33517 4.50884
H 2.92098 3.50104 2.79239
H 3.70376 3.10642 4.36737
H 6.14510 3.58525 1.03674
H 5.41443 5.08463 1.62815
H 4.33754 3.94121 0.84533
H 6.42930 4.61516 3.65306
H 7.01295 3.13311 3.19251
H 5.63072 2.16766 5.39654
H 5.42844 3.92056 5.65277
H 6.97528 3.23507 5.80439
H 5.27429 1.28026 3.39437
H 6.05374 1.54278 1.87609
H 3.18035 0.93692 2.59602
H 4.10524 0.12119 1.39468
H 1.42192 1.44025 0.93761
H 2.18513 0.29267 -0.08775
H 1.83600 1.96608 -0.63801
As -6.13681 0.35839 0.86533
F -6.05892 0.46633 2.58969
F -7.69208 1.13852 0.65140
F -6.07156 0.10874 -0.87790
F -4.55484 -0.45863 0.87295
F -7.01593 -1.19307 0.87888
F -5.39501 1.93443 0.71163
As -0.33215 -1.73450 -0.39352
F -0.66695 -3.41771 -0.06937
F -0.54828 -2.01242 -2.13014
F 0.14563 -0.02125 -0.72822
F -0.15733 -1.35106 1.29338
F 1.39283 -2.10371 -0.57394
F -2.01271 -1.28074 -0.31617
```

For the HOMO-LUMO gap, the calculation gives 0.2960 Ha. Its HOMO energy is -15.86 eV. As for the energy above the lowest of the compared OMol25 structures with the same formula, charge and spin: 81.8 kJ/mol. The net charge is +4.

These are the Mulliken partial charges, in e, on atoms 1 to 99: number 1, C, carries -0.287; number 2, C, carries -0.990; number 3, N, carries 0.490; number 4, C, carries -1.057; number 5, C, carries -0.382; number 6, C, carries -1.308; number 7, C, carries 0.470; number 8, C, carries -0.710; number 9, O, carries -0.414; number 10, C, carries -0.768; number 11, H, carries -0.003; number 12, H, carries 0.040; number 13, H, carries 0.712; number 14, H, carries 0.522; number 15, H, carries 0.433; number 16, H, carries 0.432; number 17, H, carries 0.336; number 18, H, carries 0.449; number 19, H, carries 0.410; number 20, H, carries 0.333; number 21, H, carries 0.320; number 22, H, carries 0.403; number 23, H, carries 0.372; number 24, H, carries 0.363; number 25, H, carries -0.690; number 26, H, carries 0.125; number 27, H, carries 0.383; number 28, H, carries 0.291; number 29, H, carries 0.325; number 30, H, carries 0.318; number 31, C, carries -1.403; number 32, C, carries -0.209; number 33, N, carries 0.357; number 34, C, carries -0.865; number 35, C, carries -1.199; number 36, C, carries -0.357; number 37, C, carries 0.553; number 38, C, carries -1.075; number 39, O, carries -0.339; number 40, C, carries -0.827; number 41, H, carries 0.424; number 42, H, carries 0.297; number 43, H, carries 0.322; number 44, H, carries 0.603; number 45, H, carries -0.042; number 46, H, carries 0.283; number 47, H, carries 0.370; number 48, H, carries 0.425; number 49, H, carries 0.523; number 50, H, carries 0.624; number 51, H, carries 0.339; number 52, H, carries 0.097; number 53, H, carries 0.312; number 54, H, carries 0.805; number 55, H, carries -0.923; number 56, H, carries 0.517; number 57, H, carries 0.421; number 58, H, carries 0.308; number 59, H, carries 0.303; number 60, H, carries 0.338; number 61, C, carries -1.142; number 62, C, carries -0.343; number 63, N, carries 1.287; number 64, C, carries -1.281; number 65, C, carries -1.117; number 66, C, carries -0.070; number 67, C, carries -0.429; number 68, C, carries -0.971; number 69, O, carries -0.391; number 70, C, carries -0.790; number 71, H, carries 0.321; number 72, H, carries 0.492; number 73, H, carries 0.166; number 74, H, carries 0.453; number 75, H, carries 0.320; number 76, H, carries 0.349; number 77, H, carries 0.437; number 78, H, carries -0.078; number 79, H, carries 0.595; number 80, H, carries 0.569; number 81, H, carries -0.487; number 82, H, carries 0.638; number 83, H, carries 0.130; number 84, H, carries -1.015; number 85, H, carries 0.845; number 86, H, carries -0.092; number 87, H, carries 0.963; number 88, H, carries 0.331; number 89, H, carries 0.294; number 90, H, carries 0.268; number 91, C, carries -1.226; number 92, C, carries -0.258; number 93, N, carries 1.008; number 94, C, carries -0.870; number 95, C, carries -1.492; number 96, C, carries 0.616; number 97, C, carries -0.037; number 98, C, carries -0.775; number 99, O, carries -0.290